Record 1
Molecular formula: C20H44N5O23S4
Method: DFT, the ωB97M-V functional and the def2-TZVPD basis

```
! RIJCOSX wB97M-V def2-TZVPD def2/J DEFGRID3
* xyz -1 1
H -30.73 -7.70 6.79
O -29.67 -15.99 15.33
O -30.61 -13.78 9.55
N -32.85 -17.11 6.48
O -34.35 -16.47 15.83
C -29.09 -15.91 6.39
H -31.73 -12.01 8.42
N -32.02 -13.02 5.27
H -31.20 -15.12 12.52
H -29.48 -8.61 5.91
C -28.02 -12.08 10.03
H -31.52 -12.73 6.12
H -28.68 -11.46 9.44
H -33.79 -13.76 16.15
H -28.47 -14.28 11.64
C -33.38 -16.96 13.31
H -31.35 -10.93 9.73
O -31.67 -14.85 7.92
H -32.70 -12.90 2.70
C -30.53 -9.87 7.30
C -31.72 -14.31 4.73
H -29.02 -15.90 11.74
H -32.09 -19.52 8.37
N -31.68 -9.91 8.00
C -27.64 -11.36 11.34
O -37.34 -16.13 9.25
O -32.91 -10.95 5.35
H -35.08 -12.73 8.21
O -24.43 -11.87 9.85
H -30.05 -16.14 6.84
O -25.91 -15.92 8.05
O -29.84 -10.87 7.11
H -33.02 -10.98 9.21
H -30.69 -19.11 7.33
H -28.16 -11.76 12.21
N -31.18 -14.86 9.13
O -35.83 -14.68 7.88
H -29.26 -8.18 7.57
O -25.66 -13.81 10.73
H -28.48 -13.05 10.22
H -31.39 -17.91 8.41
N -33.04 -15.84 14.15
O -28.05 -16.66 7.10
O -31.34 -15.84 9.91
C -33.85 -16.64 5.54
C -28.67 -14.45 6.49
H -34.43 -16.90 13.04
C -30.01 -8.53 6.85
O -27.89 -15.96 9.44
O -26.79 -12.11 9.30
O -35.18 -15.40 10.06
H -32.90 -14.88 17.26
H -32.36 -16.33 6.91
O -26.21 -11.56 11.51
C -33.06 -14.56 16.24
C -32.00 -11.05 8.85
O -27.78 -14.34 7.61
H -32.25 -11.21 2.75
S -36.00 -15.97 8.83
H -32.40 -14.67 3.99
H -32.41 -9.25 7.81
C -28.98 -14.97 12.30
C -32.55 -18.41 6.65
O -35.36 -17.07 8.21
O -30.28 -13.97 14.03
H -32.12 -14.13 15.87
H -34.25 -15.75 6.03
C -34.86 -13.79 8.41
H -33.84 -13.89 8.02
H -34.74 -17.26 5.68
H -31.67 -14.94 5.62
C -30.35 -14.48 12.69
S -27.31 -15.75 8.17
H -32.82 -16.90 12.38
C -32.56 -11.91 4.67
H -33.95 -11.70 2.99
H -29.53 -13.79 6.56
O -28.23 -15.11 13.52
C -33.50 -15.72 15.41
S -29.14 -14.80 14.80
H -27.76 -10.27 11.33
H -29.03 -16.34 5.39
S -25.61 -12.46 10.32
C -31.62 -18.76 7.76
H -32.35 -15.15 13.89
O -32.97 -19.25 5.88
C -34.93 -13.98 9.92
H -33.22 -17.91 13.81
H -28.12 -14.16 5.58
H -33.59 -16.65 4.49
H -30.67 -14.39 4.42
H -33.96 -13.74 10.35
H -30.55 -13.56 12.13
C -32.92 -11.96 3.21
H -35.74 -13.43 10.39
O -28.44 -13.90 15.64
*
```

Properties
E_LUMO, eV: 1.87
Frontier orbital gap, eV: 8.98

***

Record 2
Molecular formula: C20H44NO14P
Method: DFT, the ωB97M-V functional and the def2-TZVPD basis

```
! RIJCOSX wB97M-V def2-TZVPD def2/J DEFGRID3
* xyz -2 1
H -3.45 -2.94 3.24
H -1.11 4.77 -1.97
H -2.22 -2.06 2.58
H 6.47 -0.99 -2.31
H -0.06 -0.57 -3.46
O -2.03 2.67 -0.04
C -3.76 1.22 4.04
H -1.56 0.63 0.83
O -4.78 1.76 3.55
H 0.37 2.02 4.39
H 0.87 -4.68 -3.85
H -3.56 -2.44 1.56
H 1.89 -3.60 1.63
N -0.78 0.31 0.23
P -2.52 2.15 -1.48
H -3.56 -2.15 -2.17
H 0.33 -4.01 -0.61
O -1.40 1.56 -2.20
H -4.90 -0.98 2.69
H 2.28 3.49 0.70
C 0.39 1.39 3.47
H 0.38 -3.38 2.28
C 1.45 0.32 3.54
O -3.38 1.07 -0.94
C 1.97 -0.66 -2.45
O 3.24 -0.57 -2.93
C 1.13 -4.47 -2.67
H 4.27 -1.60 -1.41
H -2.31 -1.24 -2.30
H 0.40 2.00 2.52
H 0.33 3.33 -0.40
H -0.45 -5.46 -1.67
O -1.48 -2.94 0.12
C 0.02 -4.33 -1.63
C 1.82 -1.85 2.78
H 1.46 -3.66 -2.64
H 0.95 -0.87 -4.48
H -2.91 -1.38 -0.57
H 0.95 0.75 -3.53
H -0.05 -0.32 0.66
O -0.95 -3.46 -2.01
H 1.06 2.43 -1.69
H 2.34 0.62 3.42
H -1.09 -0.14 -0.53
H 2.27 1.80 0.38
O 2.66 -2.21 3.60
C 0.99 5.19 -2.50
H -0.31 3.85 -2.97
O -3.19 0.01 3.72
O 1.26 -0.71 2.57
O -3.38 3.19 -2.18
H -2.34 2.34 5.12
C -1.73 -2.81 -1.08
H -0.63 0.79 3.37
H -3.55 -0.33 1.54
H 5.37 -1.63 -3.75
H 1.69 -5.43 -2.54
C 2.43 2.87 -0.06
H 5.51 0.09 -3.57
C -0.39 4.80 -2.69
H -0.92 5.50 -3.44
C 4.29 -0.79 -2.03
H 3.28 3.01 -0.53
H -2.93 0.99 5.91
C -3.81 -0.73 2.66
H -3.70 2.54 5.81
O 1.36 6.23 -3.02
H -0.22 1.14 -0.17
O 1.65 -0.74 -1.26
C -3.16 1.86 5.23
C -2.72 -1.83 -1.67
C 1.26 -2.85 1.84
H 4.20 -0.07 -1.38
H 0.88 -2.36 0.97
O 1.77 4.49 -1.73
C -3.25 -2.03 2.59
C 1.34 3.19 -1.00
C 5.46 -0.83 -2.96
C 0.96 -0.29 -3.56
H 1.49 0.08 4.52
*
```

Properties
E_LUMO, eV: 3.75
Frontier orbital gap, eV: 2.48